a:
This record from OMol25 describes a structure of composition C40H34FeGeN4OS2. The level of theory is ωB97M-V with the def2-TZVPD basis set.

```
! wB97M-V def2-TZVPD RIJCOSX def2/J DEFGRID3
* xyz 1 6
Fe -1.266 0.422 -0.282
C 2.142 -0.359 2.309
C 0.720 -0.359 1.823
N 0.247 0.657 1.159
N 1.086 1.766 1.063
C 0.991 2.414 -0.034
S 0.018 1.909 -1.420
S 1.879 3.890 -0.303
C 2.356 4.403 1.382
C 3.528 3.685 1.998
C 4.812 3.892 1.504
C 5.906 3.274 2.092
C 5.726 2.440 3.189
C 4.448 2.227 3.687
C 3.356 2.846 3.093
C -0.127 -1.532 2.117
C 0.419 -2.579 2.891
C -0.344 -3.631 3.333
C -1.710 -3.660 3.029
C -2.272 -2.667 2.262
C -1.493 -1.617 1.768
O -2.065 -0.745 0.942
H 2.633 0.575 2.065
H 2.681 -1.180 1.829
H 2.186 -0.511 3.388
H 1.465 4.335 2.002
H 2.593 5.455 1.224
H 4.959 4.546 0.650
H 6.900 3.453 1.702
H 6.580 1.968 3.659
H 4.301 1.584 4.548
H 2.358 2.682 3.486
H 1.468 -2.554 3.152
H 0.106 -4.419 3.920
H -2.328 -4.472 3.392
H -3.320 -2.684 1.991
C -4.480 3.990 2.556
C -4.803 4.405 1.267
C -4.344 3.699 0.171
C -3.556 2.568 0.370
C -3.219 2.160 1.652
C -3.685 2.873 2.747
N -3.052 1.766 -0.732
N -3.341 2.205 -1.851
C -2.868 1.464 -2.966
C -2.581 2.217 -4.093
C -1.992 1.614 -5.196
C -1.712 0.256 -5.181
C -2.067 -0.516 -4.079
C -2.660 0.086 -2.978
H -4.856 4.538 3.412
H -5.418 5.283 1.118
H -4.578 4.012 -0.836
H -2.606 1.280 1.797
H -3.429 2.549 3.747
H -2.792 3.279 -4.073
H -1.749 2.209 -6.067
H -1.253 -0.212 -6.041
H -1.894 -1.585 -4.099
Ge -0.172 -1.650 -1.140
C -1.020 -3.400 -1.221
C -0.312 -4.527 -0.784
C -0.887 -5.788 -0.825
C -2.181 -5.946 -1.303
C -2.907 -4.835 -1.708
C -2.339 -3.570 -1.648
C 1.604 -1.773 -1.898
C 2.545 -2.741 -1.521
C 3.807 -2.756 -2.098
C 4.145 -1.810 -3.057
C 3.227 -0.840 -3.431
C 1.968 -0.810 -2.845
H -3.075 -0.507 -2.166
H 0.688 -4.433 -0.390
H -0.322 -6.648 -0.487
H -2.627 -6.931 -1.348
H -3.924 -4.949 -2.063
H -2.951 -2.725 -1.935
H 2.315 -3.481 -0.771
H 4.525 -3.510 -1.800
H 5.129 -1.828 -3.509
H 3.493 -0.093 -4.168
H 1.269 -0.037 -3.136
*
```

## Properties
expectation value of S²	8.773
highest occupied orbital energy (spin up / spin down)	-10.602 / -10.802	eV
HOMO-LUMO gap (spin up / spin down)	6.667 / 6.537	eV

b:
This record from OMol25 describes a structure of composition C40H34FeGeN4OS2. The level of theory is ωB97M-V with the def2-TZVPD basis set.

```
! wB97M-V def2-TZVPD RIJCOSX def2/J DEFGRID3
* xyz 1 6
Fe -0.247 0.440 -0.089
C -3.597 0.245 2.631
C -2.427 -0.656 2.467
N -1.271 -0.301 2.877
N -0.223 -1.018 3.041
C 0.942 -0.974 2.523
S 1.512 0.107 1.287
S 2.156 -2.102 3.089
C 1.139 -3.524 3.666
C 0.380 -3.224 4.913
C -1.008 -3.219 4.910
C -1.705 -2.965 6.077
C -1.023 -2.728 7.259
C 0.363 -2.717 7.262
C 1.061 -2.959 6.095
C -2.594 -1.944 1.772
C -3.487 -2.917 2.186
C -3.542 -4.140 1.535
C -2.683 -4.397 0.470
C -1.798 -3.439 0.029
C -1.737 -2.180 0.658
O -0.973 -1.227 0.222
H -3.392 1.012 3.369
H -3.852 0.723 1.683
H -4.459 -0.341 2.939
H 0.488 -3.814 2.841
H 1.885 -4.302 3.827
H -1.543 -3.431 3.995
H -2.784 -2.960 6.064
H -1.571 -2.564 8.175
H 0.900 -2.528 8.179
H 2.142 -2.953 6.096
H -4.121 -2.728 3.040
H -4.226 -4.904 1.869
H -2.708 -5.361 -0.014
H -1.127 -3.620 -0.796
C -4.612 -1.610 -3.052
C -4.391 -1.225 -1.737
C -3.261 -0.509 -1.408
C -2.304 -0.201 -2.383
C -2.545 -0.579 -3.715
C -3.697 -1.262 -4.036
N -1.147 0.427 -2.018
N -0.416 0.979 -2.924
C 0.726 1.542 -2.536
C 1.730 1.794 -3.491
C 2.980 2.177 -3.087
C 3.265 2.335 -1.724
C 2.266 2.209 -0.790
C 0.952 1.837 -1.140
H -5.499 -2.166 -3.309
H -5.107 -1.467 -0.967
H -3.106 -0.143 -0.402
H -1.811 -0.327 -4.465
H -3.893 -1.522 -5.065
H 1.494 1.632 -4.531
H 3.757 2.350 -3.815
H 4.262 2.599 -1.409
H 2.479 2.438 0.245
Ge -0.452 3.116 -0.287
C -1.123 3.025 1.598
C -2.320 3.666 1.899
C -2.657 3.928 3.218
C -1.806 3.553 4.246
C -0.614 2.911 3.953
C -0.273 2.662 2.634
C -1.812 3.568 -1.644
C -3.015 2.881 -1.760
C -3.897 3.183 -2.782
C -3.593 4.188 -3.685
C -2.417 4.911 -3.550
C -1.528 4.594 -2.538
H 0.480 4.326 -0.236
H -2.972 3.998 1.102
H -3.572 4.455 3.443
H -2.062 3.773 5.272
H 0.063 2.627 4.746
H 0.679 2.202 2.408
H -3.259 2.103 -1.047
H -4.811 2.620 -2.886
H -4.277 4.412 -4.489
H -2.182 5.709 -4.242
H -0.605 5.152 -2.426
*
```

## Properties
expectation value of S²	8.830
highest occupied orbital energy (spin up / spin down)	-10.585 / -10.544	eV
HOMO-LUMO gap (spin up / spin down)	6.256 / 5.038	eV

It turns out a is the most stable, with the second structure 0.0853 hartree higher.

a:
This record from OMol25 describes a cluster of 8 separate species, C23H53N7O11S in total. The level of theory is ωB97M-V with the def2-TZVPD basis set.

```
! wB97M-V def2-TZVPD RIJCOSX def2/J DEFGRID3
* xyz 0 1
C -0.780 -3.858 -0.984
C -0.814 -4.725 -2.221
O 0.289 -4.319 -3.044
S 1.290 -3.272 -2.325
O 1.128 -1.969 -2.920
O 2.589 -3.868 -2.219
O 0.533 -3.264 -0.909
H -0.840 -4.490 -0.099
H -1.464 -3.011 -0.975
H -1.755 -4.620 -2.759
H -0.649 -5.783 -2.019
C 4.635 2.179 1.110
C 5.110 3.569 1.450
O 4.479 4.545 1.037
N 6.288 3.804 2.073
C 7.193 2.803 2.617
H 5.445 1.448 1.089
H 4.219 2.199 0.108
H 3.881 1.887 1.838
H 6.566 4.767 2.125
H 6.630 1.900 2.826
H 7.657 3.139 3.546
H 8.034 2.622 1.943
C 2.734 5.106 -2.062
C 1.419 5.328 -1.354
O 0.397 5.600 -1.966
N 1.459 5.237 -0.016
C 0.259 5.369 0.782
H 3.467 4.527 -1.502
H 3.124 6.043 -2.452
H 2.486 4.492 -2.934
H 2.255 4.835 0.458
H 0.341 4.965 1.788
H -0.561 4.831 0.302
H -0.101 6.394 0.889
C 1.772 1.250 -2.121
C 1.399 0.899 -0.694
O 1.484 1.719 0.214
N 0.933 -0.351 -0.515
C 0.431 -0.792 0.770
H 0.856 1.508 -2.635
H 2.280 0.405 -2.593
H 2.487 2.062 -2.217
H 0.798 -1.027 -1.254
H -0.627 -0.613 0.939
H 1.027 -0.306 1.544
H 0.586 -1.856 0.951
C -4.253 -0.882 3.723
C -3.400 -0.866 2.458
O -2.200 -1.115 2.549
N -4.109 -0.655 1.329
C -3.536 -0.706 -0.002
H -4.946 -1.725 3.641
H -4.843 0.021 3.876
H -3.631 -1.085 4.589
H -5.098 -0.499 1.358
H -4.198 -1.272 -0.664
H -2.575 -1.198 -0.113
H -3.420 0.281 -0.457
C -3.620 -1.894 -3.697
C -2.387 -1.026 -3.641
O -1.762 -0.909 -2.578
N -2.070 -0.369 -4.776
C -1.097 0.686 -4.884
H -4.400 -1.485 -3.058
H -3.388 -2.924 -3.427
H -4.069 -1.997 -4.691
H -2.679 -0.623 -5.535
H -0.094 0.323 -5.095
H -1.111 1.311 -4.002
H -1.414 1.294 -5.732
C -1.971 2.367 -1.393
C -2.322 2.520 0.067
O -3.441 2.889 0.405
N -1.318 2.300 0.943
C -1.438 2.139 2.376
H -1.115 1.732 -1.626
H -1.670 3.373 -1.721
H -2.806 2.114 -2.040
H -0.421 2.051 0.553
H -1.913 2.983 2.877
H -0.427 2.038 2.763
H -2.021 1.240 2.586
C -0.603 -7.491 3.617
C -0.543 -6.235 2.752
O -0.855 -6.338 1.567
N -0.239 -5.087 3.362
C -0.277 -3.799 2.682
H -0.313 -7.206 4.636
H 0.031 -8.268 3.211
H -1.646 -7.782 3.723
H 0.064 -5.082 4.317
H -1.303 -3.436 2.730
H 0.058 -3.895 1.654
H 0.415 -3.121 3.177
*
```

## Properties
highest occupied orbital energy	-8.599	eV
HOMO-LUMO gap	8.986	eV
SMILES	O=S1(=O)OCCO1.CNC(C)=O.CNC(C)=O.CNC(C)=O.CNC(C)=O.CNC(C)=O.CNC(C)=O.CNC(C)=O

b:
This record from OMol25 describes a structure of composition C23H53N7O11S. The level of theory is ωB97M-V with the def2-TZVPD basis set.

```
! wB97M-V def2-TZVPD RIJCOSX def2/J DEFGRID3
* xyz 0 1
C 2.137 1.545 -0.688
C 2.679 2.086 0.590
O 1.986 1.488 1.567
S 0.844 0.424 1.030
O -0.460 1.119 0.874
O 0.947 -0.878 1.667
O 1.530 0.339 -0.385
H 2.912 1.435 -1.446
H 1.313 2.071 -1.171
H 2.620 3.169 0.699
H 3.665 1.764 0.923
C -2.558 5.693 -5.695
C -2.054 4.305 -5.313
O -0.889 4.099 -4.997
N -3.010 3.309 -5.250
C -2.752 1.973 -4.698
H -3.484 5.940 -5.176
H -2.777 5.794 -6.758
H -1.755 6.320 -5.307
H -3.952 3.421 -5.596
H -3.229 1.386 -5.482
H -3.354 1.950 -3.790
H -1.689 1.781 -4.553
C -10.664 -1.499 1.407
C -9.528 -1.824 0.475
O -9.597 -2.725 -0.375
N -8.489 -1.033 0.640
C -7.218 -1.183 -0.057
H -11.415 -0.894 0.898
H -10.338 -1.050 2.345
H -10.975 -2.527 1.593
H -8.511 -0.248 1.275
H -6.872 -2.206 -0.204
H -6.430 -0.664 0.489
H -7.220 -0.924 -1.116
C -6.991 -3.154 6.208
C -5.617 -3.575 6.379
O -5.159 -3.829 7.500
N -5.071 -3.898 5.223
C -3.878 -4.654 5.119
H -7.209 -2.330 6.888
H -7.569 -4.001 6.577
H -7.394 -3.034 5.202
H -5.578 -3.764 4.360
H -4.037 -5.692 4.826
H -3.604 -4.934 6.136
H -3.163 -4.164 4.458
C 9.315 -1.421 1.857
C 9.729 -2.190 3.200
O 10.930 -2.292 3.441
N 8.724 -2.526 4.046
C 8.816 -3.083 5.347
H 8.247 -1.384 1.644
H 9.660 -1.917 0.950
H 9.729 -0.415 1.807
H 7.857 -2.160 3.680
H 7.953 -3.749 5.370
H 8.819 -2.252 6.053
H 9.664 -3.721 5.596
C 4.141 -5.302 -1.219
C 5.176 -6.354 -1.622
O 5.475 -6.507 -2.780
N 5.545 -7.115 -0.629
C 6.633 -8.119 -0.715
H 4.429 -4.266 -1.398
H 3.965 -5.313 -0.143
H 3.247 -5.578 -1.779
H 5.204 -7.063 0.320
H 7.579 -7.579 -0.666
H 6.699 -8.625 -1.678
H 6.495 -8.826 0.103
C -5.774 5.038 -0.054
C -5.780 6.515 0.206
O -5.009 7.174 -0.453
N -6.634 7.046 1.038
C -6.875 8.456 1.005
H -6.418 4.584 0.699
H -4.775 4.602 -0.049
H -6.279 4.908 -1.012
H -7.288 6.428 1.498
H -6.437 8.999 0.167
H -6.449 9.007 1.844
H -7.879 8.877 0.944
C 6.117 3.968 -4.715
C 7.051 3.003 -4.062
O 7.526 3.245 -2.933
N 7.255 1.943 -4.849
C 8.027 0.818 -4.356
H 6.664 4.180 -5.634
H 6.074 4.857 -4.086
H 5.087 3.630 -4.827
H 6.875 2.180 -5.754
H 9.045 1.197 -4.266
H 8.013 -0.041 -5.027
H 7.691 0.413 -3.402
*
```

## Properties
highest occupied orbital energy	-9.550	eV
HOMO-LUMO gap	9.541	eV

It turns out a is the most stable, with the second structure 0.1782 hartree higher.